No. 1
ORCA calculation (the ωB97M-V functional and the def2-TZVPD basis) on a 2-piece molecular cluster, C6H10O3 overall at a distorted geometry.

XYZ file:
```
19
Properties=species:S:1:pos:R:3:forces:R:3
C 1.429554 0.179454 -1.133005 0.750 -1.738 -1.549
C 0.664914 0.255233 0.145545 2.067 -2.372 -1.784
C 0.198428 -1.023402 0.711788 -2.173 -0.660 -2.568
C 0.377814 1.424517 0.579503 -3.169 2.919 2.818
O 0.662719 2.654554 0.054386 1.274 -0.301 -0.493
H 1.107592 1.037571 -1.713743 0.489 0.137 -0.525
H 1.097217 -0.745289 -1.730751 0.378 1.253 0.843
H 2.571495 0.078022 -1.111223 -1.529 0.401 0.292
H -0.101052 -0.878056 1.698157 -0.334 -0.304 1.898
H 0.831581 -1.883379 0.519086 0.536 0.179 0.482
H -0.762814 -1.325860 0.122458 1.836 0.515 1.162
H -0.376580 1.587542 1.391016 0.891 -0.381 -0.390
H 1.531475 2.558749 -0.374475 -0.429 0.418 -0.022
O -4.389393 0.967763 0.216426 -0.278 0.301 0.489
C -3.446687 0.226522 0.236347 -0.324 2.963 0.685
C -3.280926 -0.834937 -0.674854 0.519 -1.367 0.138
O -2.595075 -1.703399 -0.224949 0.407 -2.123 -0.570
H -2.548426 0.282380 0.853128 -0.062 0.443 0.959
H -3.747656 -0.812829 -1.610557 -0.851 -0.284 -1.865
```
Forces are in eV/Å.

Computed properties:
Energy, Ha: -460.228244
Energy above the lowest of the compared OMol25 structures with the same formula, charge and spin, kcal per mole: 76.7
Max |F|, hartree/bohr: 0.100
SMILES: CC(C)=CO.O=CC=O
HOMO level, eV: -8.7
LUMO level, eV: -0.851

Here are the Mulliken charges for atoms 1 to 8, given in e: C -1.4897; C 1.0166; C -1.4319; C -0.1511; O -0.5583; H 0.4669; H 0.3192; H 0.2326

---

No. 2
ORCA calculation (the ωB97M-V functional and the def2-TZVPD basis) on one molecule with the formula C6H10O3S at a distorted geometry.

XYZ file:
```
20
Properties=species:S:1:pos:R:3:forces:R:3
C 1.109631 0.810567 -0.060383 2.400 -2.354 -1.083
C 0.499044 -1.380052 -0.878078 -0.098 2.247 1.496
C -0.270097 1.001729 0.227019 -1.703 -0.399 0.652
C 1.470208 -2.450394 -0.533513 0.079 -0.200 0.113
C -0.549813 1.788277 1.499871 0.039 -0.173 0.074
C -1.090563 1.440036 -0.976409 0.170 0.181 -0.198
O 2.239505 1.048344 0.095202 -1.597 0.122 -0.072
O -2.040231 -1.073545 0.081463 0.134 0.125 -0.176
O -0.182428 -1.277431 1.692746 0.394 -0.019 0.150
S -0.641994 -0.896755 0.385065 0.174 0.374 -0.723
H 0.051044 -1.380183 -1.855582 -0.230 0.077 -0.237
H 1.136926 -3.437469 -0.864545 0.033 -0.024 0.043
H 1.604833 -2.469414 0.545515 0.165 -0.134 0.039
H 2.433923 -2.250428 -1.003519 0.059 0.010 -0.009
H -0.250679 1.187941 2.358500 0.027 0.081 0.064
H -1.617864 1.986957 1.567356 -0.022 0.016 -0.001
H -0.007191 2.734270 1.518180 -0.044 -0.003 -0.054
H -1.003989 2.513668 -1.131619 0.040 0.070 -0.001
H -2.129950 1.177868 -0.792869 0.002 0.024 0.062
H -0.760312 0.926016 -1.874401 -0.022 -0.019 -0.141
```
Forces are in eV/Å.

Computed properties:
Energy, Ha: -858.413289
Energy above the lowest of the compared OMol25 structures with the same formula, charge and spin, kcal per mole: 47.5
Max |F|, hartree/bohr: 0.069
HOMO level (alpha / beta), eV: -8.4 / -8.3
LUMO level (alpha / beta), eV: 0.021 / 0.020

Here are the Mulliken charges for atoms 1 to 8, given in e: C 0.1075; C -0.3019; C 1.3040; C -1.1553; C -1.5607; C -1.5453; O -0.3538; O -0.6797

---

No. 3
ORCA calculation (the ωB97M-V functional and the def2-TZVPD basis) on C6H10O3SSi2 as an isolated structure at a distorted geometry.

XYZ file:
```
22
Properties=species:S:1:pos:R:3:forces:R:3
C -3.435038 1.756676 -0.575381 1.984 -0.389 -0.446
C -2.126922 2.058622 -1.018775 -0.877 0.196 -0.195
C -3.784104 0.443958 -0.285717 -1.124 1.476 0.349
C -1.216158 1.034809 -1.132365 1.597 -1.821 0.544
C -2.849914 -0.526907 -0.279817 3.519 0.925 -1.118
C -1.496646 -0.280957 -0.637556 -2.839 3.745 -0.552
O 3.535238 -1.382311 1.292212 -0.285 -0.925 -0.019
O 1.171672 -2.569273 0.852252 -2.457 0.731 -0.379
O -0.572138 -1.207134 -0.560021 -0.751 -1.119 0.147
Si 4.416834 0.138284 1.501358 -3.774 -1.833 -1.422
Si 0.978487 -1.380465 -0.291882 1.661 0.446 0.025
S 2.583067 -2.970118 1.325067 4.507 1.870 0.902
H -4.081455 2.558406 -0.424883 -1.303 1.043 0.058
H -1.824260 3.083195 -1.327001 -0.426 -0.854 0.343
H -4.801481 0.209700 0.023160 0.177 0.061 -0.102
H -0.188677 1.174655 -1.523583 -0.688 0.252 0.269
H -3.024094 -1.494086 -0.061779 -1.076 -3.138 0.981
H 4.303463 1.116853 0.293869 0.346 -0.997 0.694
H 3.466295 0.783524 2.449794 0.901 0.152 0.427
H 5.709827 -0.426905 1.676769 1.103 0.293 0.537
H 1.801527 -0.285633 0.271792 -0.878 0.260 -0.399
H 1.434480 -1.834893 -1.567512 0.682 -0.376 -0.644
```
Forces are in eV/Å.

Computed properties:
Energy, Ha: -1437.484349
Energy above the lowest of the compared OMol25 structures with the same formula, charge and spin, kcal per mole: 16.9
Max |F|, hartree/bohr: 0.096
HOMO level, eV: -8.3
LUMO level, eV: -0.058

Here are the Mulliken charges for atoms 1 to 8, given in e: C -0.3693; C -0.5460; C -0.5124; C -0.1697; C -0.4290; C 0.4039; O -0.3736; O -0.1461

---

No. 4
ORCA calculation (the ωB97M-V functional and the def2-TZVPD basis) on one molecule with the formula C6H10OS at a distorted geometry.

XYZ file:
```
18
Properties=species:S:1:pos:R:3:forces:R:3
C 1.601090 0.730053 -0.438018 0.218 2.466 -3.372
C 0.543501 1.644186 0.328910 4.177 2.361 -0.489
C -0.680537 0.902610 0.737656 -0.261 0.221 0.854
C -0.549445 -0.552714 1.351350 -0.805 0.141 4.240
C -0.690093 -1.253649 0.098908 1.292 -1.287 -3.071
C 0.743479 -1.509791 -0.350466 1.269 0.190 -3.701
O 1.753175 -0.528348 0.028933 -1.437 -3.085 0.927
S -1.478284 0.275310 -0.818055 0.487 -1.917 1.194
H 1.413882 0.773976 -1.622103 -0.049 -0.413 2.238
H 2.659779 1.086810 -0.384783 -1.016 0.620 0.274
H 0.252193 2.566552 -0.298694 0.260 -1.661 0.451
H 1.329585 2.217158 1.054201 -2.568 -1.594 -0.339
H -1.387628 1.607359 1.195393 0.281 -0.521 0.427
H -1.500816 -0.845496 1.851251 0.485 1.018 0.379
H 0.327262 -0.986034 2.138139 -2.057 1.755 -2.407
H -1.218618 -2.248249 0.086227 0.143 1.249 -0.125
H 0.876424 -1.623254 -1.512533 -0.654 0.363 1.773
H 1.067109 -2.491167 -0.019724 0.235 0.094 0.747
```
Forces are in eV/Å.

Computed properties:
Energy, Ha: -707.933056
Energy above the lowest of the compared OMol25 structures with the same formula, charge and spin, kcal per mole: 73.6
Max |F|, hartree/bohr: 0.094
SMILES: C1C[C@@H]2C[C@H](CO1)S2
HOMO level, eV: -8.8
LUMO level, eV: 0.758

Here are the Mulliken charges for atoms 1 to 8, given in e: C -0.4426; C -0.6421; C -0.0818; C -0.8075; C 0.0938; C -0.7303; O -0.3503; S -0.1890

---

No. 5
ORCA calculation (the ωB97M-V functional and the def2-TZVPD basis) on one molecule with the formula C6H10OS at a distorted geometry.

XYZ file:
```
18
Properties=species:S:1:pos:R:3:forces:R:3
S -1.348527 2.491970 -1.092886 0.315 -0.119 0.628
C -0.663668 0.853717 -0.636554 -0.218 0.549 -0.347
C -1.509474 -0.037322 0.273752 -1.428 -0.484 -1.401
C -0.256190 -0.550377 0.879044 1.597 -0.167 0.874
C 0.411592 -1.729520 0.150872 0.788 0.302 -0.034
O 1.815657 -1.398415 -0.005547 -1.435 -0.285 -0.038
C 1.852693 -0.036882 -0.377801 -0.349 0.725 0.832
C 0.592092 0.644545 0.277482 0.074 -0.261 -0.257
H -1.591649 2.978705 0.171059 0.226 -0.487 -0.693
H -0.479248 0.321389 -1.573146 -0.096 0.373 -0.170
H -2.168395 -0.798132 -0.204783 0.450 0.491 0.045
H -2.161204 0.513897 0.934430 0.105 0.321 0.392
H -0.354060 -0.642107 1.953992 0.633 -0.312 0.250
H -0.044431 -1.887737 -0.820529 -0.168 0.283 -0.537
H 0.370299 -2.696337 0.605371 -0.017 -0.427 0.784
H 1.883221 0.119032 -1.457216 -0.231 -0.181 -0.231
H 2.789813 0.329657 0.024713 0.108 0.373 0.070
H 0.861481 1.523917 0.897746 -0.354 -0.694 -0.166
```
Forces are in eV/Å.

Computed properties:
Energy, Ha: -707.993348
Energy above the lowest of the compared OMol25 structures with the same formula, charge and spin, kcal per mole: 35.7
Max |F|, hartree/bohr: 0.040
SMILES: S[C@@H]1C[C@H]2COC[C@H]21
HOMO level, eV: -9.1
LUMO level, eV: 0.914

Here are the Mulliken charges for atoms 1 to 8, given in e: S -0.2314; C -0.2994; C -0.7772; C 0.0886; C -0.7497; O -0.4001; C -0.6881; C 0.0039

---

No. 6
ORCA calculation (the ωB97M-V functional and the def2-TZVPD basis) on C6H10OSi as an isolated structure at a distorted geometry.

XYZ file:
```
18
Properties=species:S:1:pos:R:3:forces:R:3
C 0.910056 1.100215 -2.473026 1.305 1.344 -1.562
C 0.273119 0.056881 -1.823674 -1.009 -2.346 -0.249
C 1.128948 2.076757 -1.536107 -0.446 0.560 -2.020
C 0.121445 0.416904 -0.531727 -0.249 0.622 1.587
C 0.412250 0.111879 2.528083 -1.860 2.064 -1.682
C -1.080434 -2.075251 0.390462 -1.895 -0.218 0.780
O 0.621903 1.707187 -0.379983 -0.256 -0.823 1.161
Si -0.631404 -0.367980 1.005595 -2.753 1.430 -1.145
H 1.207888 1.113200 -3.532990 -0.233 0.182 0.771
H -0.103244 -0.893987 -2.283702 0.614 1.109 0.617
H 1.357064 3.133167 -1.673007 0.378 -0.475 0.259
H -0.023784 -0.198769 3.423348 -0.924 -0.281 1.539
H 1.286941 -0.405213 2.444514 2.692 -1.390 -0.332
H 0.656431 1.209694 2.556615 -0.460 -1.068 -0.138
H -1.663060 -1.836500 -0.631974 1.106 -0.918 2.545
H -0.296965 -2.809053 0.283860 0.377 -0.077 -0.467
H -1.738796 -2.511069 1.267709 0.665 0.735 -2.152
H -2.438359 0.171938 0.966004 2.949 -0.450 0.490
```
Forces are in eV/Å.

Computed properties:
Energy, Ha: -599.279687
Energy above the lowest of the compared OMol25 structures with the same formula, charge and spin, kcal per mole: 47.7
Max |F|, hartree/bohr: 0.064
HOMO level, eV: -8.5
LUMO level, eV: 0.791

Here are the Mulliken charges for atoms 1 to 8, given in e: C -0.5292; C 0.2406; C -0.4002; C -0.0269; C -1.0640; C -0.8817; O -0.2858; Si 0.2103

---

No. 7
ORCA calculation (the ωB97M-V functional and the def2-TZVPD basis) on C6H10S as an isolated structure at a distorted geometry.

XYZ file:
```
17
Properties=species:S:1:pos:R:3:forces:R:3
C -0.265636 0.204701 -0.754841 1.414 1.491 1.298
C -1.268005 0.457903 0.375650 -2.172 -0.804 -1.158
C -0.509773 -0.334076 1.497617 0.405 5.040 1.108
C 0.846195 -0.538425 0.864309 -0.972 0.040 -1.243
C 0.294663 -1.138494 -0.426845 1.349 -1.104 -1.721
C 1.119829 0.692680 -0.122091 -2.038 2.804 3.367
H 0.263967 1.000250 -3.190527 -1.596 -0.587 1.941
H -2.331007 -0.054578 0.153549 2.249 1.336 0.319
H -1.392896 1.593396 0.466655 -0.029 -1.735 0.457
H -0.916777 -1.311010 1.740990 -0.412 0.514 0.797
H -0.383719 0.601682 2.209309 -0.559 -2.834 0.237
H 1.497377 -1.098152 1.535006 0.606 0.359 -0.517
H -0.372984 -1.969711 -0.470772 -0.342 -0.842 0.216
H 1.131285 -1.183203 -1.113966 0.014 -1.387 -0.438
H 1.889997 0.438912 -0.757206 1.775 -0.250 -1.391
H 1.275330 1.830032 0.264993 -0.633 -2.657 -0.705
S -0.877844 0.808093 -2.271831 0.941 0.616 -2.567
```
Forces are in eV/Å.

Computed properties:
Energy, Ha: -632.696397
Energy above the lowest of the compared OMol25 structures with the same formula, charge and spin, kcal per mole: 71.0
Max |F|, hartree/bohr: 0.101
HOMO level, eV: -8.9
LUMO level, eV: 0.817

Here are the Mulliken charges for atoms 1 to 8, given in e: C 0.3233; C -0.8587; C -0.7568; C -0.2544; C -0.6528; C -0.6755; H 0.1293; H 0.3292

---

No. 8
ORCA calculation (the ωB97M-V functional and the def2-TZVPD basis) on C6H10S as an isolated structure at a distorted geometry.

XYZ file:
```
17
Properties=species:S:1:pos:R:3:forces:R:3
C -0.351706 1.218159 -1.383087 -1.145 -1.289 1.289
C -0.277861 -1.774546 -0.372262 -0.136 0.559 0.267
C 0.607158 1.334491 -0.186286 1.538 1.444 -0.043
C 0.909210 -1.151908 0.453691 -1.527 -0.556 0.674
C -1.111251 0.139350 0.913218 0.293 -0.890 -0.253
C 0.401370 0.224761 0.855968 0.829 0.661 0.120
S -1.039358 -0.334150 -0.867547 -2.344 1.961 0.641
H 0.134532 0.986239 -2.300242 0.562 0.084 -0.950
H 0.154712 -2.181623 -1.203777 0.758 -1.737 -2.465
H 1.625249 1.509834 -0.528977 0.561 -1.191 -0.246
H 0.613835 2.290271 0.372809 -1.315 0.023 -0.102
H 1.003381 -1.865025 1.267300 0.155 0.294 0.636
H 1.876227 -1.130736 -0.000784 0.487 0.256 -0.824
H -1.490408 -0.683613 1.547679 -0.014 0.539 -0.670
H -1.496557 1.109393 1.101438 -0.798 0.725 -0.044
H 0.814505 0.633243 1.745624 0.326 -0.114 1.192
H -2.373037 -0.324139 -1.414767 1.772 -0.768 0.777
```
Forces are in eV/Å.

Computed properties:
Energy, Ha: -632.534146
Energy above the lowest of the compared OMol25 structures with the same formula, charge and spin, kcal per mole: 172.8
Max |F|, hartree/bohr: 0.061
HOMO level, eV: -6.9
LUMO level, eV: 0.289

Here are the Mulliken charges for atoms 1 to 8, given in e: C -0.7512; C -0.8166; C -0.6778; C -0.5962; C -0.6211; C -0.1077; S 0.0896; H 0.2334